{"formula": "C3H12NOS2", "method": "ωB97M-V/def2-TZVPD", "elements": ["N", "C", "C", "C", "S", "S", "H", "H", "H", "H", "H", "H", "H", "H", "H", "H", "H", "H", "O"], "positions_angstrom": [[0.219608, 1.376335, 0.230006], [0.965117, 0.056111, 0.005476], [0.304290, -0.781376, -1.147278], [1.210983, -0.587611, 1.383846], [0.040241, -0.849356, 2.790726], [-1.753154, -1.143701, 2.343458], [0.639082, 1.913659, 0.979422], [-0.172055, 1.860665, -0.653236], [-0.796758, 1.098182, 0.739784], [1.924882, 0.464646, -0.416735], [0.301136, -0.303143, -2.085701], [0.754126, -1.827284, -1.146551], [-0.728138, -1.045626, -1.006962], [1.685896, -1.624260, 1.103946], [2.207631, -0.033181, 1.836804], [-2.087115, -2.263986, 1.764593], [-1.784189, 0.510844, -1.866644], [-1.655652, 1.910938, -2.764516], [-1.275930, 1.268142, -2.090439]], "atomic_forces_ev_per_a": [[-5.181, -1.456, 0.995], [-0.116, 1.063, -1.164], [0.723, -1.907, 2.180], [3.828, -1.187, -0.672], [4.601, 0.254, 0.802], [-4.577, 1.988, -0.977], [0.457, 0.635, -0.372], [1.109, -0.649, 1.145], [3.081, 0.640, -1.538], [-0.560, -0.910, 0.583], [0.809, 0.443, -1.005], [0.009, 1.551, -0.287], [-0.741, 0.147, 0.778], [-1.038, 1.734, 0.643], [-2.768, -1.184, -0.590], [0.692, -1.710, -0.381], [-1.351, -0.601, -0.422], [0.108, -1.806, 1.342], [0.915, 2.955, -1.060]], "lowdin_charge": [0.138, -0.377, -0.046, -0.502, 0.398, 0.320, 0.147, 0.154, 0.200, 0.159, 0.054, 0.123, 0.058, 0.111, 0.143, -0.179, 0.032, 0.127, -0.062], "gap_ev": 9.25, "molar_mass_da": 142.27, "energy_ha": -1047.5579, "spin_multiplicity": 1, "e_above_lowest_kj_mol": 236.7, "charge": 1}